(1)
19
Properties=species:S:1:pos:R:3 method="wB97M-V/def2-TZVPD" multiplicity=3 orbital_gap_ev="5.40 / 9.37" homo_energy_ev="-9.07 / -15.36" charge=+1
C -2.6546 0.2323 0.1851
C -1.2743 -1.6643 -0.3628
C -0.0793 -0.7518 -0.4930
C 0.5993 -0.2600 0.7820
C -0.2778 0.6471 -0.0035
C 2.0985 -0.0858 0.8187
N 0.3504 1.7868 -0.7233
O -3.2749 1.1561 0.4942
O -2.5425 -0.9276 -0.1964
H -1.4301 -2.2805 -1.2500
H -1.2122 -2.3089 0.5193
H 0.5365 -0.9642 -1.3581
H 0.1952 -0.6368 1.7139
H 2.5714 -1.0079 1.1473
H 2.3722 0.6920 1.5294
H 2.5090 0.1659 -0.1583
H 1.1572 1.4916 -1.2982
H 0.6887 2.4558 -0.0207
H -0.3328 2.2601 -1.3256

(2)
21
Properties=species:S:1:pos:R:3 method="wB97M-V/def2-TZVPD" smiles=NCN.O.O.O.O orbital_gap_ev=9.42 homo_energy_ev=-8.68
N 1.8720 -0.2041 -2.0991
C 0.7785 0.3481 -1.3053
N 1.1393 0.1025 0.1098
H 2.3137 0.2112 -2.9009
H 1.9764 -1.2134 -2.1318
H 0.7284 1.3978 -1.5801
H -0.1401 -0.0559 -1.6385
H 0.7084 -0.5784 0.7366
H 2.0777 0.2009 0.5169
O -1.8928 1.3092 2.2142
H -1.7587 1.4591 3.1371
H -1.2227 1.8673 1.7841
O 0.0386 2.5171 0.9517
H 0.8355 2.9496 1.0685
H 0.3617 1.6376 0.3417
O -1.6315 -0.8778 0.5796
H -1.5821 -0.2662 1.3645
H -2.6070 -1.0654 0.5195
O 0.1591 -3.1818 -0.9002
H -0.4868 -2.5873 -0.4945
H -0.3420 -3.4680 -1.7278

(3)
18
Properties=species:S:1:pos:R:3 method="wB97M-V/def2-TZVPD" orbital_gap_ev=10.57 homo_energy_ev=-9.96
C 2.0861 1.3333 -0.1273
Si 0.3585 0.6765 -0.3996
O -0.6243 1.2995 0.7835
Si -2.2161 0.8755 0.8901
O -2.6872 0.4345 -0.6212
P 0.4940 -1.5758 -0.2442
O -0.7667 -2.3083 -0.4279
O 1.6622 -1.9809 -1.2700
O 1.2418 -1.9119 1.1305
H 2.4592 1.8682 -0.9976
H 2.7638 0.5220 0.1361
H 2.0790 2.0318 0.7111
H -0.0984 1.0385 -1.7550
H -2.3644 -0.2156 1.8739
H -2.9846 2.0501 1.3419
H -3.4361 -0.1655 -0.5868
H 1.4513 -1.6784 -2.1600
H 0.5818 -2.2935 1.7224

(4)
13
Properties=species:S:1:pos:R:3 method="wB97M-V/def2-TZVPD" orbital_gap_ev=8.58 homo_energy_ev=-13.70 charge=+1
H 1.3209 -0.0283 2.6709
N 0.6977 0.0518 1.8948
C 0.8482 0.3091 0.6017
C 2.3741 0.2632 0.4302
N 3.4944 0.1228 0.8143
N -0.1372 0.5088 -0.2958
C -1.3074 0.4188 -0.8831
C -2.1938 -0.6638 -1.1537
H 4.4251 0.3027 0.7808
H -1.6526 1.3872 -1.1574
H -1.9812 -1.6911 -0.8414
H -2.7607 -0.4771 -2.2200
H -3.1277 -0.5041 -0.6413

(5)
14
Properties=species:S:1:pos:R:3 method="wB97M-V/def2-TZVPD" orbital_gap_ev=8.54 homo_energy_ev=-12.94 charge=+1
N 1.9902 0.5836 -0.1296
C 1.5600 -0.8280 0.0519
C 0.1826 -1.1347 0.0519
C -1.1270 -0.4606 -0.1035
C -2.4553 -0.2814 -0.1133
C -1.7210 0.8818 0.1544
H 2.8288 0.9062 0.2671
H 1.2843 1.1471 0.1915
H 2.0379 0.7231 -1.1150
H 2.3012 -1.5167 0.1526
H -0.0691 -2.2343 0.1592
H -3.4599 -0.8341 -0.1268
H -1.5460 1.7319 -0.5019
H -1.8067 1.3162 1.0613

(6)
14
Properties=species:S:1:pos:R:3 method="wB97M-V/def2-TZVPD" smiles="O=[N+]([O-])C1=C[NH2+]CN1" orbital_gap_ev=9.16 homo_energy_ev=-14.36 charge=+1
O -2.8176 1.0814 -0.0686
N -2.2762 -0.0033 -0.0916
O -2.8894 -1.0074 -0.1506
C -0.8740 -0.0699 0.0068
C -0.1037 1.0630 0.1618
N 1.2975 0.7736 -0.1152
C 1.2759 -0.7455 0.0552
N -0.0501 -1.1788 -0.2849
H -0.3910 1.9825 0.5404
H 1.4540 1.0822 -1.1771
H 2.0017 1.1923 0.5735
H 1.4876 -0.9543 1.0620
H 2.1446 -1.1069 -0.5343
H -0.2594 -2.1089 0.0226

(7)
15
Properties=species:S:1:pos:R:3 method="wB97M-V/def2-TZVPD" orbital_gap_ev=8.73 homo_energy_ev=-8.89
C -0.6007 0.3132 -0.2127
C -2.6949 1.4117 -0.6971
C -1.6706 1.1593 0.1169
C 1.1813 -1.0030 -0.8903
C 1.7088 -0.4602 0.5191
N -0.1885 -0.5049 -1.0172
O 0.8823 0.5505 0.9098
S 1.7714 -1.9029 1.8372
H -3.6602 1.9774 -0.4253
H -2.5792 0.8472 -1.6723
H -1.4284 1.5312 1.0938
H 1.8110 -0.6186 -1.6022
H 1.0588 -2.0695 -1.1846
H 2.6887 -0.0421 0.2235
H 1.7201 -1.1893 3.0013

(8)
16
Properties=species:S:1:pos:R:3 method="wB97M-V/def2-TZVPD" multiplicity=4 orbital_gap_ev="6.84 / 5.91" homo_energy_ev="-7.61 / -8.81"
O -1.5672 1.1141 -0.1765
C -0.4142 1.4652 -0.4440
O 0.1534 2.4843 0.0998
Pd -0.9917 2.3903 -2.1474
O 0.0866 1.0756 -1.6096
C 0.3079 -0.9910 -1.3762
H -0.1087 -0.8730 -2.3873
H 1.3953 -0.8859 -1.2632
H 0.0909 -2.0577 -1.5281
C 0.3804 0.4285 2.3042
C 0.1765 -0.7091 1.7807
C 0.0930 -1.6388 0.7479
H 0.0430 0.9387 3.2000
H 0.4134 1.7086 1.4132
H 0.8633 -2.4189 0.7818
H -0.9218 -2.0308 0.6047

(9)
14
Properties=species:S:1:pos:R:3 method="wB97M-V/def2-TZVPD" smiles="C=N/C=C(/O)Br.C#C" orbital_gap_ev=9.02 homo_energy_ev=-8.51
C -0.1119 0.4063 -2.7888
N -0.8124 -0.1494 -1.9600
C -0.5014 -0.7567 -0.7665
C 0.5146 -0.4254 0.1048
O 0.7791 -1.0509 1.1954
Br 1.6240 1.0848 -0.1833
H -0.5468 0.7200 -3.6883
H 0.9336 0.7919 -2.8697
H -1.1795 -1.4838 -0.3684
H 0.2083 -1.8268 1.2189
C -0.5524 1.0910 2.2132
C 0.0527 0.2922 2.8864
H -0.9588 1.4635 1.2811
H 0.5507 -0.1566 3.7252

(10)
69
Properties=species:S:1:pos:R:3 method="wB97M-V/def2-TZVPD" multiplicity=5 orbital_gap_ev="6.38 / 5.87" homo_energy_ev="-6.60 / -8.25"
Ir 0.0000 0.0000 0.0000
Se -2.0751 -6.3795 -0.5812
P -1.1207 -5.3918 -2.1480
C 0.4413 -6.3589 -2.4189
C 1.2460 -6.6741 -1.3116
C 2.4269 -7.4032 -1.4682
C 2.8263 -7.8188 -2.7382
C 2.0463 -7.4988 -3.8518
C 0.8600 -6.7708 -3.6965
C -2.3289 -5.3337 -3.5487
C -2.4024 -6.3392 -4.5268
C -3.3422 -6.2494 -5.5608
C -4.2255 -5.1679 -5.6161
C -4.1727 -4.1754 -4.6363
C -3.2298 -4.2579 -3.6093
C -0.5916 -3.6397 -1.8108
C -0.8599 -2.7475 -0.8160
N -0.1430 -1.6576 -1.1227
N 0.5590 -1.8622 -2.3315
N 0.2950 -3.0132 -2.7331
P -1.9461 -2.6919 0.7011
Se -1.5262 -0.9729 1.7732
C -1.4931 -4.0016 1.9134
C -2.2875 -4.2113 3.0468
C -1.9385 -5.2002 3.9740
C -0.7901 -5.9730 3.7746
C 0.0113 -5.7541 2.6509
C -0.3389 -4.7688 1.7221
C -3.7762 -2.6128 0.3290
C -4.5529 -1.4881 0.7056
C -5.9203 -1.4382 0.4334
C -6.5453 -2.4964 -0.2213
C -5.7987 -3.6092 -0.6063
C -4.4308 -3.6623 -0.3331
H 0.9560 -6.3711 -0.3196
H 3.0304 -7.6467 -0.6029
H 3.7422 -8.3831 -2.8588
H 2.3641 -7.8129 -4.8376
H 0.2963 -6.5221 -4.5791
H -1.7523 -7.1987 -4.4957
H -3.3911 -7.0224 -6.3168
H -4.9550 -5.1022 -6.4130
H -4.8621 -3.3415 -4.6710
H -3.2035 -3.4790 -2.8599
H -3.1771 -3.6163 3.2104
H -2.5567 -5.3662 4.8468
H -0.5186 -6.7358 4.4924
H 0.9059 -6.3457 2.4989
H 0.2917 -4.5949 0.8670
H -4.1158 -0.6479 1.2152
H -6.4970 -0.5709 0.7312
H -7.6067 -2.4547 -0.4313
H -6.2813 -4.4326 -1.1160
H -3.8895 -4.5239 -0.6458
Cl -5.9408 2.9544 -1.9859
C -4.4338 2.8583 -1.0933
C -3.6058 1.7437 -1.2346
C -2.4031 1.6631 -0.5247
C -2.0064 2.6997 0.3422
C -2.8578 3.8193 0.4717
C -4.0585 3.8959 -0.2394
C -0.7301 2.6614 1.1238
O -0.4613 3.6035 1.8537
O 0.1612 1.6408 1.0781
H -3.8929 0.9360 -1.8961
H -1.8082 0.7865 -0.6713
H -2.5976 4.6424 1.1255
H -4.6960 4.7635 -0.1250
H 1.3676 -0.6673 0.8110

(11)
216
Properties=species:S:1:pos:R:3 method="wB97M-V/def2-TZVPD" orbital_gap_ev=9.06 homo_energy_ev=-8.70
O -1.6217 -4.4435 0.9131
H -1.4852 -5.1313 0.2622
H -1.1261 -3.7000 0.4683
O 0.8348 0.3194 -3.5063
H 0.1764 0.5709 -4.1720
H 0.8227 -0.6581 -3.5686
C -0.5600 -4.5901 -3.7912
C 0.2858 -3.7891 -2.8357
C 1.2716 -4.8007 -2.1935
O 0.5210 -5.6427 -1.3764
C 1.3731 -6.4840 -0.6858
N 0.9617 -2.6445 -3.4427
H -1.2435 -3.9439 -4.3394
H -1.0484 -5.4263 -3.2929
H 0.1326 -5.0552 -4.5204
H -0.3046 -3.4114 -1.9871
H 2.0327 -4.2439 -1.5653
H 1.7885 -5.4055 -2.9399
H 1.9160 -5.9743 0.1089
H 2.1227 -6.9573 -1.3288
H 0.7828 -7.2519 -0.1270
H 1.5986 -2.2474 -2.7175
H 1.5463 -3.0250 -4.1891
C 5.0168 -4.8547 0.5153
C 4.5227 -3.5666 1.0289
C 5.6131 -2.7168 1.7796
O 4.9431 -1.5810 2.2584
C 5.6740 -0.7440 3.0990
N 3.8817 -2.8371 -0.0501
H 5.3146 -5.5575 1.2985
H 5.9519 -4.7536 -0.0640
H 4.3469 -5.2982 -0.1873
H 3.7623 -3.8640 1.7604
H 6.4318 -2.4352 1.1178
H 6.0457 -3.3385 2.5747
H 6.7057 -0.6112 2.7631
H 5.6932 -1.2086 4.0616
H 5.0771 0.1539 3.0860
H 4.5398 -2.6529 -0.8177
H 3.6746 -1.9087 0.2932
C -0.3218 3.6989 3.1557
C -0.5647 2.4420 3.9905
C 0.7334 2.1740 4.7310
O 0.7595 0.9201 5.3960
C 2.0832 0.6381 5.7164
N -1.6737 2.6055 4.9412
H 0.6310 3.7320 2.6235
H -0.3746 4.5778 3.7881
H -1.1019 3.7854 2.3998
H -0.7215 1.5929 3.3058
H 0.8734 2.9431 5.4860
H 1.4662 2.1184 3.9585
H 2.1549 -0.3514 6.1452
H 2.3427 1.3064 6.5547
H 2.7523 0.9087 4.8930
H -1.7811 1.6935 5.3928
H -1.4085 3.2316 5.7100
C -6.7762 3.3235 2.4127
C -5.3105 2.9588 2.5408
C -4.7610 2.5795 1.1853
O -5.4870 1.4627 0.6411
C -5.1224 1.2306 -0.6857
N -4.5379 4.1093 3.0496
H -6.9421 4.3099 1.9935
H -7.2444 3.4207 3.3953
H -7.3015 2.6245 1.7627
H -5.2034 2.1088 3.2472
H -3.7082 2.3427 1.2136
H -4.7831 3.4908 0.5548
H -5.1767 2.1082 -1.3451
H -5.7787 0.3885 -0.9776
H -4.0795 0.8087 -0.7851
H -4.9828 4.4706 3.8812
H -3.5893 3.8096 3.3380
C -7.6963 -2.9868 2.5479
C -6.7176 -1.8997 2.0557
C -6.1393 -2.1983 0.6895
O -5.0962 -3.1401 0.6742
C -4.7881 -3.5591 -0.6615
N -7.4073 -0.5940 2.1078
H -8.4780 -3.2154 1.8192
H -8.2080 -2.8541 3.5060
H -7.1616 -3.9454 2.5800
H -5.8954 -1.8846 2.7723
H -5.7321 -1.2380 0.3435
H -6.9466 -2.5387 0.0411
H -3.7914 -4.0056 -0.6146
H -4.8257 -2.6541 -1.2406
H -5.5146 -4.2850 -0.9823
H -8.3123 -0.6343 1.6489
H -6.8004 0.1299 1.6924
C 5.2969 0.7078 -1.3145
C 6.1487 0.8275 -2.5861
C 7.5117 1.3550 -2.2615
O 7.4992 2.6264 -1.6668
C 7.6183 3.6774 -2.5970
N 6.4645 -0.4984 -3.2026
H 4.9837 1.7070 -1.0300
H 5.9230 0.2892 -0.5206
H 4.3495 0.2022 -1.4287
H 5.6972 1.5038 -3.3040
H 8.0668 1.3885 -3.2132
H 8.0661 0.5897 -1.6845
H 8.6633 3.9904 -2.7540
H 7.0419 4.5422 -2.2429
H 7.1332 3.4575 -3.5616
H 7.0840 -0.2999 -3.9784
H 5.6759 -1.0766 -3.5113
C -2.9513 4.7755 -4.5361
C -2.7134 3.3030 -4.1056
C -2.7351 3.0793 -2.6028
O -1.6338 3.8003 -2.0060
C -1.7446 3.8809 -0.5899
N -3.7945 2.4548 -4.6732
H -3.0352 4.8463 -5.6263
H -2.0557 5.3523 -4.3077
H -3.8545 5.1964 -4.0834
H -1.7371 2.9405 -4.4260
H -2.6944 2.0028 -2.4417
H -3.6516 3.4819 -2.1409
H -0.8677 4.4523 -0.3284
H -1.7522 2.8878 -0.1090
H -2.6888 4.3621 -0.2729
H -3.5305 1.4880 -4.5532
H -3.9568 2.7098 -5.6236
C -6.4021 -0.4487 -3.9191
C -5.7810 -0.8385 -5.2746
C -4.4899 -1.4893 -4.8755
O -3.6389 -0.5903 -4.2130
C -2.5169 -1.2776 -3.7473
N -6.5901 -1.7491 -6.0740
H -7.4035 -0.0075 -4.0031
H -5.7378 0.2027 -3.3720
H -6.5853 -1.3384 -3.2840
H -5.4959 0.0078 -5.8952
H -4.0252 -1.8648 -5.7703
H -4.6891 -2.3598 -4.2348
H -2.6422 -2.3391 -3.5094
H -2.1272 -0.7947 -2.8665
H -1.7041 -1.2884 -4.4661
H -7.1965 -1.1949 -6.6649
H -7.0011 -2.4754 -5.5096
C -1.3930 -0.3700 -0.2713
C 0.0517 -0.7970 -0.3232
C 0.8600 0.1836 0.4951
O 2.2168 -0.0757 0.3934
C 2.9262 0.8982 1.1431
N 0.1295 -2.1625 0.2945
H -1.4228 0.5909 -0.7558
H -1.6098 -0.3519 0.7995
H -2.0185 -1.0132 -0.8973
H 0.4005 -0.7495 -1.3571
H 0.4926 0.0946 1.5365
H 0.6968 1.1775 0.0485
H 2.8008 1.8770 0.6824
H 3.9913 0.6647 1.2336
H 2.5976 0.9919 2.1593
H -0.1119 -2.0577 1.2884
H 1.0893 -2.4699 0.2839
C 3.7378 3.4778 -3.5028
C 2.3279 3.8632 -3.1073
C 1.4437 3.9074 -4.3620
O 2.0857 4.5898 -5.3863
C 1.3043 4.7160 -6.5395
N 1.7911 2.9513 -2.0606
H 3.6357 2.5468 -4.0764
H 4.3436 3.2216 -2.6343
H 4.2257 4.2646 -4.0291
H 2.2288 4.8463 -2.6318
H 0.4664 4.3887 -4.1955
H 1.2215 2.8563 -4.6010
H 1.0262 3.7450 -6.8918
H 1.9777 5.1584 -7.2738
H 0.5476 5.4628 -6.3373
H 0.7913 3.1445 -2.0459
H 1.8385 1.9536 -2.3786
C 7.4425 2.3458 1.9527
C 6.0179 2.7945 1.8323
C 5.5766 3.4487 3.1157
O 5.3192 2.4402 4.0797
C 5.0192 3.0892 5.3017
N 5.8864 3.7789 0.7275
H 7.8720 1.7277 1.1285
H 7.4657 1.6635 2.8144
H 8.1581 3.1436 2.1154
H 5.3849 1.9408 1.6674
H 4.6763 4.0689 2.9353
H 6.4049 4.1529 3.3409
H 5.7968 3.8267 5.6026
H 4.9366 2.4118 6.1672
H 4.0871 3.6178 5.2218
H 4.8886 3.8806 0.5429
H 6.2220 3.4042 -0.1685
C -1.3155 -2.6213 5.7543
C -1.4517 -2.5915 4.2082
C -2.8327 -2.1585 3.7436
O -3.9039 -2.8870 4.3929
C -4.0489 -4.1642 3.8247
N -0.5401 -1.6661 3.5232
H -2.0751 -3.2381 6.2343
H -1.4885 -1.6033 6.0826
H -0.3236 -2.9625 6.0321
H -1.3004 -3.6171 3.8606
H -2.8799 -2.3330 2.6796
H -3.0565 -1.1229 4.0130
H -4.9657 -4.5712 4.2633
H -3.2109 -4.8356 4.0342
H -4.1981 -4.1179 2.7620
H -0.8750 -0.7540 3.8912
H 0.4203 -1.7590 3.8863
C 0.8058 -5.5169 3.2405
O -0.5846 -5.6038 3.0822
H 1.3163 -4.8094 2.5505
H 1.0755 -5.2744 4.2644
H 1.2248 -6.4638 2.9558
H -0.9623 -5.0976 2.3268

Number 1: electronic energy -11955.748 eV. Number 2: electronic energy -12433.627 eV. Number 3: electronic energy -36470.637 eV. Number 4: electronic energy -8703.722 eV. Number 5: electronic energy -6793.329 eV. Number 6: electronic energy -11761.492 eV. Number 7: electronic energy -19667.910 eV. Number 8: electronic energy -14907.199 eV. Number 9: electronic energy -78856.925 eV. Number 10: electronic energy -207818.950 eV. Number 11: electronic energy -101670.947 eV.